Below is C18H29AsN15OSV as an isolated structure at a distorted geometry, with properties calculated with ωB97M-V with the def2-TZVPD basis set.

Net charge   +1
HOMO energy (alpha / beta)   -10.551 / -10.557 eV
Orbital gap (alpha / beta)   6.84 / 7.34 eV
2S+1   2
Energy above the lowest of the compared OMol25 structures with the same formula, charge and spin   1.9490 eV

Atoms and positions in Å:
V1 0.068 -0.063 0.243
C1 -1.414 -2.799 -3.617
C2 -1.166 -2.333 -2.203
N1 -0.079 -2.577 -1.568
N2 0.891 -3.276 -2.167
C3 2.163 -3.393 -1.687
N3 3.038 -3.958 -2.540
S1 2.639 -2.938 -0.173
C4 -2.174 -1.482 -1.553
C5 -3.522 -1.695 -1.867
C6 -4.496 -0.850 -1.374
C7 -4.091 0.227 -0.600
C8 -2.745 0.353 -0.304
N4 -1.799 -0.483 -0.734
H1 -0.581 -2.478 -4.249
H2 -2.315 -2.362 -4.031
H3 -1.501 -3.887 -3.667
H4 0.762 -3.555 -3.141
H5 2.836 -4.043 -3.524
H6 4.006 -3.982 -2.267
H7 -3.799 -2.535 -2.483
H8 -5.536 -1.020 -1.601
H9 -4.795 0.957 -0.231
H10 -2.405 1.189 0.297
N5 3.489 0.242 -0.485
C9 3.058 0.419 0.785
N6 3.785 0.789 1.843
N7 2.941 0.901 2.829
N8 1.754 0.607 2.419
N9 1.770 0.282 1.134
C10 2.570 -0.029 -1.455
N10 2.831 -0.307 -2.720
N11 1.640 -0.449 -3.286
N12 0.702 -0.277 -2.435
N13 1.227 -0.030 -1.237
H11 4.473 0.201 -0.696
C11 1.185 3.853 0.635
C12 0.532 3.468 -0.643
N14 -0.170 2.380 -0.872
C13 -0.592 2.464 -2.170
C14 -0.141 3.620 -2.730
N15 0.565 4.253 -1.746
H12 1.232 2.994 1.302
H13 0.628 4.649 1.131
H14 2.196 4.212 0.458
H15 -1.164 1.674 -2.618
H16 -0.270 4.026 -3.713
H17 1.021 5.148 -1.821
C15 -2.196 0.394 3.732
As1 -0.297 0.657 3.277
C16 0.502 -0.596 4.573
C17 0.008 2.431 4.002
O1 -0.553 0.672 1.582
H18 -2.351 0.339 4.813
H19 -2.540 -0.540 3.278
H20 -2.778 1.220 3.314
H21 0.000 -0.399 5.524
H22 1.569 -0.383 4.666
H23 0.359 -1.646 4.312
H24 -0.552 2.511 4.939
H25 -0.377 3.174 3.296
H26 1.072 2.592 4.189
C18 -0.232 -1.886 1.268
H27 0.377 -2.686 0.857
H28 -1.284 -2.174 1.189
H29 0.029 -1.787 2.322

Results of the natural (NBO) charge analysis, in e, for atoms 1 through 6: V 1.65; C -0.70; C 0.22; N -0.16; N -0.43; C 0.29

***

Below is C18H29BiN4O7PS as an isolated structure, with properties calculated with ωB97M-V with the def2-TZVPD basis set.

Net charge   +3
HOMO energy   -16.508 eV
Orbital gap   8.18 eV

Atoms and positions in Å:
Bi1 -1.412 -1.864 -1.019
O1 0.557 -1.253 -0.405
C1 0.868 -1.250 0.974
C2 -0.329 -1.492 1.846
C3 -0.262 -1.369 3.225
C4 -1.362 -1.702 3.988
C5 -2.508 -2.187 3.357
C6 -2.517 -2.282 1.992
N1 -1.452 -1.913 1.247
H1 2.062 -1.274 -1.394
H2 1.341 -0.305 1.259
H3 1.584 -2.049 1.199
H4 0.657 -1.026 3.683
H5 -1.332 -1.605 5.066
H6 -3.369 -2.491 3.935
H7 -3.357 -2.683 1.445
C7 6.253 1.532 2.643
C8 5.617 1.059 1.371
C9 5.264 -0.282 1.193
C10 4.664 -0.714 0.025
C11 4.410 0.221 -0.975
C12 4.770 1.561 -0.842
C13 5.368 1.965 0.333
S1 3.727 -0.334 -2.477
O2 4.633 -0.765 -3.467
O3 2.775 -1.487 -2.070
N2 2.826 0.866 -3.043
C14 1.635 1.343 -2.350
C15 0.366 0.645 -2.878
C16 -0.845 1.097 -2.102
O4 -1.132 2.285 -2.068
O5 -1.633 0.218 -1.507
H8 6.368 0.726 3.365
H9 5.655 2.327 3.095
H10 7.239 1.958 2.444
H11 5.493 -1.002 1.970
H12 4.432 -1.762 -0.128
H13 4.600 2.264 -1.650
H14 5.673 2.999 0.448
H15 2.925 1.038 -4.040
H16 1.532 2.416 -2.486
H17 1.762 1.149 -1.283
H18 0.471 -0.437 -2.847
H19 0.216 0.957 -3.913
N3 -6.311 -1.875 0.331
C17 -6.102 -0.450 -0.096
P1 -4.277 -0.048 -0.234
O6 -3.740 0.496 1.032
O7 -3.710 -1.384 -0.759
C18 -4.345 1.339 -1.462
N4 -3.727 2.537 -0.812
H20 -7.279 -2.179 0.210
H21 -6.068 -2.001 1.312
H22 -5.700 -2.474 -0.233
H23 -6.553 0.217 0.637
H24 -6.595 -0.313 -1.056
H25 -5.383 1.542 -1.718
H26 -3.810 1.092 -2.375
H27 -3.752 2.415 0.211
H28 -4.177 3.412 -1.073
H29 -2.706 2.578 -1.072

Results of the natural (NBO) charge analysis, in e, for atoms 1 through 6: Bi 2.08; O -0.95; C -0.11; C 0.24; C -0.22; C -0.07

***

Below is C18H29ErOSi as an isolated structure at a distorted geometry, with properties calculated with ωB97M-V with the def2-TZVPD basis set.

Net charge   -2
HOMO energy   2.505 eV
Orbital gap   1.69 eV
2S+1   4

Atoms and positions in Å:
Er1 -0.031 0.074 -0.319
C1 0.695 -1.728 1.534
C2 -0.745 -1.724 1.571
C3 -1.196 -2.191 0.286
H1 -1.356 -1.519 2.433
C4 -0.056 -2.446 -0.509
C5 1.077 -2.175 0.254
H2 2.133 -2.363 -0.065
H3 1.326 -1.504 2.385
H4 -2.243 -2.360 0.020
H5 -0.079 -2.871 -1.543
C6 1.602 1.791 0.725
C7 2.383 0.636 0.413
C8 2.353 0.451 -0.990
H6 2.940 0.059 1.132
C9 1.603 1.491 -1.557
C10 1.135 2.327 -0.521
H7 0.547 3.239 -0.641
H8 1.484 2.244 1.700
H9 2.864 -0.344 -1.557
H10 1.460 1.671 -2.636
O1 -0.744 0.275 -2.430
C11 -0.831 0.277 -3.926
C12 -2.404 0.564 -3.788
C13 -0.303 -1.095 -4.236
C14 -0.162 1.375 -4.774
C15 -2.121 1.062 -2.455
H11 -2.841 -0.441 -3.753
H12 -2.813 1.261 -4.492
H13 -1.914 2.135 -2.387
H14 -2.852 0.796 -1.627
H15 -0.783 -1.560 -5.113
H16 -0.500 -1.751 -3.361
H17 0.778 -1.047 -4.422
H18 -0.616 1.494 -5.777
H19 0.890 1.174 -4.915
H20 -0.303 2.328 -4.250
C16 -1.098 1.411 3.559
Si1 -1.695 1.558 1.765
C17 -3.418 0.776 1.673
C18 -1.861 3.405 1.385
H21 -1.059 0.357 3.888
H22 -1.764 1.957 4.234
H23 -0.078 1.817 3.673
H24 -4.110 1.322 2.323
H25 -3.804 0.808 0.640
H26 -3.398 -0.281 1.985
H27 -2.590 3.874 2.055
H28 -0.897 3.929 1.497
H29 -2.198 3.557 0.344

Results of the natural (NBO) charge analysis, in e, for atoms 1 through 6: Er 0.68; C -0.35; C -0.31; C -0.41; H 0.22; C -0.43

***

Below is C18H29F4MnO13SV as an isolated structure at a distorted geometry, with properties calculated with ωB97M-V with the def2-TZVPD basis set.

Net charge   +1
HOMO energy (alpha / beta)   -12.279 / -12.279 eV
Orbital gap (alpha / beta)   7.41 / 7.44 eV
2S+1   7

Atoms and positions in Å:
O1 -1.588 3.360 3.120
V1 -1.188 2.614 1.780
Mn1 0.261 3.448 -1.081
F1 -0.153 4.314 0.707
C1 -0.649 0.467 -0.410
O2 -0.061 1.717 -0.002
H1 -0.551 0.298 -1.479
H2 -0.163 -0.315 0.185
H3 -1.684 0.331 -0.076
C2 -3.642 -1.210 1.862
F2 -4.763 -0.493 1.924
F3 -3.866 -2.377 2.443
F4 -3.302 -1.380 0.586
S1 -2.330 -0.319 2.808
O3 -1.058 -0.899 2.439
O4 -2.449 1.090 2.301
O5 -2.747 -0.492 4.154
O6 -2.271 -4.630 -2.127
C3 -1.298 -4.038 -2.445
O7 -0.379 -3.592 -1.584
C4 -0.726 -3.547 -0.198
C5 0.535 -3.497 0.632
C6 -0.901 -3.881 -3.890
H4 -1.350 -4.387 0.101
H5 -1.275 -2.625 -0.001
H6 0.237 -3.291 1.663
H7 1.165 -2.657 0.317
H8 1.181 -4.374 0.613
H9 0.121 -3.522 -4.004
H10 -1.495 -3.044 -4.281
H11 -1.132 -4.775 -4.452
O8 2.312 3.236 -0.507
C7 3.461 3.482 -0.227
O9 4.296 3.927 -1.137
C8 5.623 4.171 -0.587
C9 5.623 3.465 0.779
C10 4.128 3.444 1.124
H12 5.833 5.233 -0.622
H13 6.318 3.638 -1.234
H14 6.136 4.132 1.469
H15 6.015 2.455 0.775
H16 3.805 4.344 1.655
H17 3.820 2.593 1.722
O10 0.398 1.648 2.860
C11 1.481 1.104 2.859
O11 2.505 1.621 3.533
C12 3.543 0.599 3.667
C13 3.332 -0.313 2.468
C14 1.821 -0.291 2.439
H18 3.375 0.088 4.619
H19 4.497 1.110 3.782
H20 3.794 -1.283 2.633
H21 3.782 0.138 1.582
H22 1.283 -0.906 3.170
H23 1.363 -0.579 1.496
O12 -3.947 1.878 -2.195
C15 -4.066 0.867 -2.808
O13 -4.650 0.833 -4.021
C16 -4.672 -0.508 -4.554
C17 -4.568 -1.384 -3.298
C18 -3.610 -0.531 -2.458
H24 -3.863 -0.707 -5.251
H25 -5.664 -0.621 -4.980
H26 -4.199 -2.390 -3.478
H27 -5.525 -1.409 -2.781
H28 -2.551 -0.643 -2.703
H29 -3.708 -0.736 -1.399

Results of the natural (NBO) charge analysis, in e, for atoms 1 through 6: O -0.34; V 1.68; Mn 1.73; F -0.78; C -0.25; O -1.03

***

Below is C18H29MoN2O4P2S2 as an isolated structure at a distorted geometry, with properties calculated with ωB97M-V with the def2-TZVPD basis set.

Net charge   +1
HOMO energy (alpha / beta)   -10.759 / -11.130 eV
Orbital gap (alpha / beta)   7.04 / 7.37 eV
2S+1   3
Energy above the lowest of the compared OMol25 structures with the same formula, charge and spin   0.4516 eV

Atoms and positions in Å:
C1 0.743 -1.148 -4.318
C2 0.737 -0.682 -2.992
N1 -0.445 -0.608 -2.315
C3 -1.604 -0.916 -2.965
C4 -1.630 -1.350 -4.291
C5 -0.438 -1.461 -4.993
C6 2.030 -0.403 -2.247
P1 1.896 -0.163 -0.403
Mo1 -0.609 -0.032 -0.082
P2 -2.787 0.165 -0.679
C7 -2.898 -0.854 -2.181
O1 2.715 3.488 -3.944
O2 -1.227 3.157 -3.344
H1 1.665 -1.095 -4.882
H2 -2.578 -1.676 -4.720
H3 -0.450 -1.713 -6.047
C8 3.049 -1.570 -0.073
C9 2.927 1.326 0.010
H4 -3.684 -0.418 -2.819
H5 -3.200 -1.876 -1.890
H6 2.534 0.543 -2.404
H7 2.771 -1.213 -2.491
C10 -3.831 -0.709 0.502
C11 -3.707 1.630 -1.234
H8 -0.811 2.240 -3.553
H9 -0.608 3.671 -2.771
H10 2.074 3.258 -3.247
H11 2.581 2.703 -4.555
H12 0.611 -1.035 0.628
H13 -1.618 1.340 0.805
H14 3.926 -1.421 -0.739
H15 3.330 -1.656 0.992
H16 2.496 -2.473 -0.389
H17 4.007 1.097 -0.078
H18 2.662 2.168 -0.658
H19 2.694 1.583 1.068
H20 -4.684 1.280 -1.622
H21 -3.829 2.267 -0.343
H22 -3.118 2.174 -1.994
H23 -4.866 -0.529 0.196
H24 -3.582 -1.776 0.478
H25 -3.627 -0.311 1.500
O3 3.579 0.917 4.433
S1 2.769 -0.067 3.742
O4 3.389 -1.244 3.206
N2 1.795 0.651 2.588
C12 0.522 0.623 2.897
S2 -0.703 1.302 1.914
C13 0.181 -0.021 4.142
C14 -1.075 -0.313 4.698
C15 -1.107 -1.039 5.894
C16 0.084 -1.453 6.513
C17 1.330 -1.164 5.936
C18 1.357 -0.470 4.735
H26 -1.988 0.026 4.196
H27 -2.067 -1.286 6.357
H28 0.048 -2.004 7.453
H29 2.271 -1.462 6.378

Results of the natural (NBO) charge analysis, in e, for atoms 1 through 6: C -0.24; C 0.25; N -0.51; C 0.25; C -0.24; C -0.11

***

Below is C18H29MoN2O6P2 as an isolated structure at a distorted geometry, with properties calculated with ωB97M-V with the def2-TZVPD basis set.

Net charge   +1
HOMO energy (alpha / beta)   -11.359 / -11.362 eV
Orbital gap (alpha / beta)   6.32 / 5.29 eV
2S+1   3

Atoms and positions in Å:
C1 -0.954 1.278 -4.834
C2 -1.138 0.953 -3.474
N1 -0.149 1.345 -2.572
C3 0.692 2.361 -2.877
C4 0.782 2.829 -4.195
C5 -0.019 2.236 -5.186
C6 -2.229 0.199 -2.995
P1 -2.452 -0.227 -1.299
Mo1 -0.166 0.302 -0.720
P2 1.764 1.661 -0.361
C7 1.610 2.861 -1.768
O1 -0.504 -4.220 -5.651
O2 0.128 -5.497 -0.322
H1 -1.571 0.715 -5.525
H2 1.534 3.574 -4.434
H3 0.088 2.530 -6.224
C8 -3.953 0.649 -0.831
C9 -2.897 -1.966 -1.082
H4 2.625 3.016 -2.167
H5 1.280 3.818 -1.314
H6 -1.416 -3.918 -5.689
H7 -2.938 -0.172 -3.732
C10 2.212 2.501 1.196
C11 3.343 0.835 -0.638
H8 1.301 -0.631 -0.766
H9 0.449 -4.571 -0.313
H10 0.640 -5.869 -1.058
H11 -0.009 -3.608 -5.041
H12 0.044 1.722 0.312
H13 0.995 -0.723 -1.624
H14 -4.807 0.191 -1.340
H15 -4.065 0.583 0.252
H16 -3.861 1.698 -1.126
H17 -3.771 -2.186 -1.699
H18 -2.058 -2.626 -1.323
H19 -3.123 -2.133 -0.023
H20 4.122 1.565 -0.421
H21 3.412 -0.015 0.044
H22 3.437 0.478 -1.662
H23 3.173 3.022 1.097
H24 1.421 3.205 1.467
H25 2.271 1.730 1.977
O3 1.929 -1.173 1.720
C12 0.728 -1.275 2.050
O4 -0.269 -1.586 1.297
C13 0.443 -0.968 3.526
C14 -0.505 -0.007 3.902
C15 -0.664 0.375 5.235
C16 0.117 -0.236 6.238
C17 1.057 -1.216 5.875
C18 1.245 -1.552 4.533
N2 -0.092 0.087 7.612
O5 -0.934 0.967 7.904
O6 0.580 -0.517 8.482
H26 -1.128 0.462 3.136
H27 -1.394 1.124 5.510
H28 1.634 -1.713 6.647
H29 2.015 -2.271 4.272

Results of the natural (NBO) charge analysis, in e, for atoms 1 through 6: C -0.17; C 0.13; N -0.44; C 0.25; C -0.19; C -0.15

***

Below is C18H29N3ReS5 as an isolated structure, with properties calculated with ωB97M-V with the def2-TZVPD basis set.

Net charge   +2
HOMO energy (alpha / beta)   -12.467 / -13.777 eV
Orbital gap (alpha / beta)   6.24 / 5.98 eV
2S+1   4

Atoms and positions in Å:
Re1 0.766 1.323 -1.465
C1 1.308 -1.600 -2.516
C2 -0.006 -1.379 -3.249
S1 -0.951 0.079 -2.666
C3 -1.762 -0.593 -1.164
C4 -2.223 0.543 -0.268
S2 -0.900 1.715 0.208
C5 -0.043 0.835 1.563
C6 1.323 1.468 1.788
S3 2.355 1.542 0.274
C7 3.013 -0.171 0.156
C8 3.567 -0.402 -1.244
S4 2.353 -0.088 -2.585
H1 1.872 -2.406 -2.988
H2 1.132 -1.869 -1.475
H3 -0.639 -2.259 -3.140
H4 0.149 -1.208 -4.314
H5 -1.064 -1.260 -0.652
H6 -2.626 -1.174 -1.491
H7 -2.668 0.152 0.647
H8 -2.968 1.170 -0.761
H9 0.038 -0.224 1.301
H10 -0.648 0.930 2.466
H11 1.881 0.927 2.551
H12 1.241 2.507 2.111
H13 2.219 -0.876 0.410
H14 3.810 -0.273 0.894
H15 3.933 -1.422 -1.352
H16 4.395 0.274 -1.461
C9 0.823 -3.811 3.810
N1 -0.442 -3.982 3.115
C10 -1.554 -4.748 3.689
C11 -2.652 -4.611 2.619
N2 -1.945 -3.927 1.532
C12 -0.675 -3.614 1.861
S5 0.450 -2.872 0.823
H17 0.726 -4.247 4.800
H18 1.070 -2.755 3.910
H19 1.630 -4.310 3.274
H20 -1.851 -4.330 4.649
H21 -1.246 -5.783 3.841
H22 -3.488 -4.006 2.966
H23 -3.034 -5.577 2.296
H24 -2.206 -4.022 0.566
N3 0.432 2.964 -2.404
C13 0.058 4.203 -2.230
C14 0.140 4.895 -0.966
C15 -0.314 6.175 -0.850
C16 -0.844 6.844 -1.971
C17 -0.887 6.215 -3.228
C18 -0.443 4.933 -3.373
H25 0.587 4.376 -0.127
H26 -0.254 6.689 0.099
H27 -1.207 7.857 -1.866
H28 -1.274 6.752 -4.083
H29 -0.457 4.430 -4.330

Results of the natural (NBO) charge analysis, in e, for atoms 1 through 6: Re 0.48; C -0.55; C -0.54; S 0.43; C -0.57; C -0.54

***

Below is a 2-piece molecular cluster, C18H29N6O6 overall at a distorted geometry, with properties calculated with ωB97M-V with the def2-TZVPD basis set.

Net charge   +1
HOMO energy   -10.264 eV
Orbital gap   7.38 eV

Atoms and positions in Å:
O1 -5.213 10.070 -1.314
O2 4.723 -3.053 -1.529
O3 -2.845 2.356 -1.296
O4 -5.542 3.931 -2.027
O5 3.188 -6.479 0.928
O6 -3.014 0.533 -0.002
C1 -5.146 8.859 -1.225
C2 5.550 -3.021 -0.626
C3 -3.468 1.712 -0.476
C4 -5.105 4.561 -1.070
C5 3.815 -5.626 0.312
C6 -4.641 8.212 -0.033
C7 -4.605 6.838 0.031
C8 -5.085 6.036 -1.117
C9 -5.547 6.699 -2.245
C10 -0.492 -1.589 1.284
N1 -1.640 -1.922 1.802
N2 -5.562 8.096 -2.287
N3 4.227 -5.805 -0.946
N4 0.596 -1.556 2.037
N5 5.344 -3.570 0.578
N6 -0.484 -1.305 0.011
C11 6.874 -2.326 -0.840
C12 4.015 -7.023 -1.731
C13 -4.754 2.274 0.128
C14 -4.768 3.820 0.233
C15 1.951 -1.099 1.651
C16 3.043 -2.141 1.940
C17 2.900 -3.387 1.048
C18 4.139 -4.308 1.042
H1 -2.169 0.468 -0.473
H2 -4.304 8.840 0.783
H3 -4.225 6.375 0.938
H4 -5.908 6.128 -3.101
H5 -2.479 -1.847 1.251
H6 -1.712 -2.163 2.774
H7 -5.931 8.597 -3.089
H8 4.646 -5.007 -1.406
H9 0.482 -1.826 3.000
H10 6.114 -3.498 1.227
H11 -1.278 -1.553 -0.552
H12 0.396 -1.090 -0.428
H13 6.981 -1.509 -0.128
H14 6.905 -1.925 -1.853
H15 7.686 -3.039 -0.711
H16 2.976 -7.076 -2.061
H17 4.234 -7.903 -1.122
H18 4.667 -7.025 -2.606
H19 -5.608 1.918 -0.455
H20 -4.852 1.861 1.135
H21 -3.793 4.157 0.596
H22 -5.520 4.109 0.972
H23 1.998 -0.832 0.594
H24 2.187 -0.198 2.222
H25 3.009 -2.436 2.990
H26 4.003 -1.662 1.751
H27 2.689 -3.071 0.026
H28 2.039 -3.960 1.395
H29 4.316 -4.619 2.072

Results of the natural (NBO) charge analysis, in e, for atoms 1 through 6: O -0.60; O -0.66; O -0.58; O -0.56; O -0.64; O -0.71

***

Number 1: calculated total energy -140889.4950 eV. Number 2: calculated total energy -65371.1165 eV. Number 3: calculated total energy -56678.5630 eV. Number 4: calculated total energy -124463.1379 eV. Number 5: calculated total energy -72400.4860 eV. Number 6: calculated total energy -54822.2287 eV. Number 7: calculated total energy -79898.5695 eV. Number 8: calculated total energy -40358.5515 eV.